Here is a structure of composition C28H20F10N4S5SiTa in a non-equilibrium geometry from the OMol25 dataset. Energies are from ωB97M-V/def2-TZVPD.

charge = +1
ΔE to the lowest compared entry with this formula, charge and spin = 134.1 kJ/mol
HOMO = -10.93 eV
LUMO level = -5.253 eV
multiplicity = 1
orbital gap = 5.68 eV
calculated total energy = -4633.97856 a.u.

Each line ends with the Löwdin charge.
Geometry (Å):
Ta  -0.48  -0.52  0.30  1.173
C  -4.13  3.21  3.19  -0.372
S  -4.09  2.78  1.44  0.899
C  -2.90  1.53  1.41  -1.095
S  -2.64  0.80  -0.12  0.635
N  -2.25  1.19  2.48  -0.061
N  -1.39  0.14  2.26  -0.171
C  -0.94  -0.36  3.36  -0.017
C  -0.22  -1.62  3.30  -0.264
C  0.20  -2.32  4.41  0.027
C  0.74  -3.58  4.22  -0.003
C  0.79  -4.10  2.94  -0.001
C  0.36  -3.32  1.87  -0.147
N  -0.12  -2.09  2.04  -0.077
H  -4.62  4.18  3.25  0.040
H  -3.12  3.29  3.58  0.035
H  -4.69  2.48  3.76  0.044
H  -1.22  0.11  4.30  0.153
H  0.10  -1.88  5.39  0.133
H  1.09  -4.16  5.06  0.127
H  1.16  -5.10  2.75  0.126
H  0.39  -3.69  0.86  0.095
F  -1.90  -5.42  -5.30  0.154
C  -1.92  -4.73  -4.17  -0.128
C  -0.94  -3.77  -3.94  -0.138
F  0.00  -3.53  -4.84  0.144
C  -0.98  -3.05  -2.76  -0.243
F  -0.05  -2.10  -2.56  -0.038
C  -1.96  -3.24  -1.79  -0.464
S  -2.04  -2.36  -0.27  0.665
C  -2.92  -4.21  -2.06  -0.240
F  -3.89  -4.45  -1.17  0.102
C  -2.91  -4.94  -3.23  -0.134
F  -3.84  -5.86  -3.45  0.148
C  1.15  4.88  0.04  -0.206
Si  0.76  4.62  -1.78  0.536
C  2.31  4.80  -2.82  -0.166
C  -0.58  5.82  -2.32  -0.167
C  0.08  2.87  -2.15  -0.207
C  -0.47  2.67  -3.42  -0.042
C  -1.03  1.45  -3.79  -0.016
C  -1.02  0.41  -2.88  -0.128
N  -0.45  0.56  -1.68  -0.251
C  0.05  1.76  -1.32  -0.711
S  0.58  1.68  0.35  0.694
H  1.44  5.93  0.16  0.040
H  1.97  4.27  0.39  0.015
H  0.29  4.70  0.68  0.025
H  2.72  5.81  -2.74  0.038
H  2.11  4.61  -3.88  0.034
H  3.08  4.10  -2.50  0.037
H  -0.26  6.84  -2.11  0.039
H  -1.51  5.63  -1.78  0.039
H  -0.79  5.76  -3.39  0.030
H  -0.49  3.48  -4.13  0.113
H  -1.48  1.31  -4.76  0.120
H  -1.48  -0.53  -3.11  0.113
F  5.56  -2.22  3.87  0.156
C  4.67  -2.06  2.90  -0.129
C  4.73  -2.82  1.74  -0.133
F  5.69  -3.72  1.60  0.152
C  3.78  -2.64  0.75  -0.238
F  3.86  -3.41  -0.33  0.105
C  2.75  -1.70  0.86  -0.474
S  1.61  -1.60  -0.48  0.721
C  2.73  -0.96  2.03  -0.226
F  1.74  -0.06  2.24  -0.015
C  3.65  -1.12  3.05  -0.141
F  3.55  -0.40  4.16  0.138


Here is a structure of composition C5H12BeO3 in a non-equilibrium geometry from the OMol25 dataset. Energies are from ωB97M-V/def2-TZVPD.

charge = +1
ΔE to the lowest compared entry with this formula, charge and spin = 0.0 kJ/mol
HOMO (alpha / beta) = -9.53 / -15.23 eV
LUMO level (alpha / beta) = -4.658 / -4.271 eV
multiplicity = 2
orbital gap (alpha / beta) = 4.87 / 10.96 eV
calculated total energy = -437.77618 a.u.
⟨S²⟩ = 0.7518

Each line ends with the Löwdin charge.
Geometry (Å):
C  -2.88  -0.91  -0.22  -0.012
H  -2.69  -0.28  -1.10  0.110
H  -2.48  -1.91  -0.39  0.107
H  -2.43  -0.46  0.68  0.111
O  -4.29  -1.04  -0.04  -0.339
C  -4.95  0.01  0.53  -0.061
H  -4.66  0.16  1.58  0.149
H  -4.93  0.91  -0.10  0.139
O  -6.19  -2.89  -0.86  -0.061
C  -6.28  -1.84  -1.56  -0.006
C  -6.66  -0.54  0.36  -0.118
O  -6.70  -1.72  1.15  -0.295
C  -7.99  -2.05  1.64  -0.009
Be  -5.44  -2.71  0.51  0.399
H  -7.10  -1.75  -2.29  0.138
H  -5.38  -1.22  -1.71  0.123
H  -7.49  -0.48  -0.35  0.140
H  -7.07  0.30  0.96  0.135
H  -7.88  -2.85  2.38  0.117
H  -8.45  -1.17  2.11  0.116
H  -8.63  -2.40  0.81  0.117


Here is a structure of composition C29H52BrCoIN2SbSi3 in a non-equilibrium geometry from the OMol25 dataset. Energies are from ωB97M-V/def2-TZVPD.

charge = 0
ΔE to the lowest compared entry with this formula, charge and spin = 0.0 kJ/mol
HOMO (alpha / beta) = -6.02 / -8.08 eV
LUMO level (alpha / beta) = 0.445 / -0.276 eV
multiplicity = 5
orbital gap (alpha / beta) = 6.47 / 7.80 eV
calculated total energy = -6608.90959 a.u.
⟨S²⟩ = 6.0584

Each line ends with the Löwdin charge.
Geometry (Å):
Co  -1.30  2.81  0.66  0.360
C  -2.46  4.96  -1.00  -0.091
N  -2.95  3.98  -0.03  -0.349
C  -3.75  4.65  0.99  -0.108
C  -3.80  3.01  -0.76  -0.175
C  -2.93  2.13  -1.65  -0.220
N  -1.98  1.38  -0.90  -0.324
C  -0.88  0.91  -1.77  -0.048
C  -2.62  0.26  -0.28  -0.141
H  -3.30  5.38  -1.68  0.133
H  -1.61  4.51  -1.58  0.093
H  -1.95  5.79  -0.53  0.073
H  -4.52  5.29  0.50  0.103
H  -3.06  5.34  1.45  0.069
H  -4.17  3.89  1.74  0.076
H  -4.60  3.51  -1.32  0.133
H  -4.27  2.32  -0.05  0.116
H  -2.38  2.77  -2.31  0.108
H  -3.59  1.54  -2.28  0.133
H  -1.25  0.43  -2.68  0.105
H  -0.22  0.30  -1.10  0.099
H  -0.25  1.78  -2.04  0.071
H  -3.12  -0.38  -1.03  0.108
H  -3.35  0.55  0.41  0.035
H  -1.92  -0.30  0.29  0.038
I  -2.04  1.96  3.02  0.071
C  0.48  3.74  0.15  -0.182
C  1.47  3.08  -0.40  -0.023
C  2.52  2.43  -0.96  -0.243
C  3.65  2.01  -0.13  -0.037
C  4.69  1.30  -0.64  -0.096
C  4.78  1.00  -2.04  -0.096
C  3.85  1.58  -2.91  -0.119
C  2.76  2.23  -2.37  -0.072
H  3.56  2.25  0.91  0.106
H  5.41  0.86  -0.01  0.084
H  5.62  0.43  -2.39  0.089
H  3.93  1.48  -4.03  0.121
H  1.97  2.51  -3.08  0.101
Br  1.18  9.89  0.14  0.719
C  0.92  8.02  0.25  -0.695
C  1.48  7.27  -0.81  -0.135
C  1.35  5.89  -0.86  -0.020
C  0.66  5.21  0.19  -0.273
C  0.15  5.97  1.26  -0.062
C  0.28  7.35  1.29  -0.122
H  1.98  7.73  -1.61  0.075
H  1.77  5.32  -1.72  0.127
H  -0.44  5.56  2.09  0.111
H  0.03  7.99  2.15  0.108
C  -1.71  -5.94  0.66  -0.221
Si  -1.81  -4.11  0.45  0.215
C  -3.05  -3.32  1.63  -0.239
C  -2.32  -3.71  -1.32  -0.237
Sb  0.27  -2.84  0.89  0.864
Si  1.60  -3.79  -0.90  0.187
C  1.29  -2.64  -2.41  -0.230
C  3.40  -3.77  -0.41  -0.237
C  1.25  -5.48  -1.59  -0.217
Si  1.18  -4.19  2.81  0.216
C  1.66  -5.91  2.34  -0.231
C  2.72  -3.34  3.46  -0.232
C  -0.11  -4.26  4.18  -0.225
H  -2.57  -6.53  0.36  0.038
H  -1.68  -6.14  1.70  0.001
H  -0.78  -6.37  0.22  0.024
H  -3.98  -3.92  1.82  0.044
H  -3.44  -2.38  1.21  0.019
H  -2.70  -3.03  2.60  0.004
H  -1.63  -4.29  -1.99  0.018
H  -2.20  -2.66  -1.65  0.009
H  -3.42  -3.94  -1.41  0.049
H  1.34  -1.60  -2.18  -0.018
H  0.31  -2.83  -2.83  0.004
H  2.04  -2.82  -3.25  0.056
H  3.69  -2.78  0.02  0.041
H  4.03  -4.03  -1.27  0.032
H  3.66  -4.52  0.32  -0.003
H  0.35  -5.42  -2.15  0.003
H  1.31  -6.18  -0.76  0.012
H  2.06  -5.78  -2.27  0.043
H  2.46  -5.89  1.51  0.035
H  0.75  -6.54  1.99  0.053
H  2.14  -6.32  3.22  0.014
H  3.57  -3.40  2.82  0.003
H  3.01  -3.97  4.33  0.033
H  2.55  -2.29  3.84  0.056
H  -1.04  -4.76  3.93  0.015
H  -0.34  -3.28  4.54  0.015
H  0.35  -4.90  4.99  0.053


Here is a cluster of 16 separate species, C56H150N6O22 in total in a non-equilibrium geometry from the OMol25 dataset. Energies are from ωB97M-V/def2-TZVPD.

charge = -1
HOMO (alpha / beta) = 0.21 / -6.78 eV
LUMO level (alpha / beta) = 1.757 / 1.756 eV
multiplicity = 2
orbital gap (alpha / beta) = 1.55 / 8.54 eV
calculated total energy = -4206.83871 a.u.
⟨S²⟩ = 0.7507

Each line ends with the Löwdin charge.
Geometry (Å):
C  -3.09  -0.51  0.07  -0.092
O  -1.88  -0.60  0.81  -0.170
C  -1.33  0.66  1.10  -0.252
C  0.01  0.61  1.77  -0.148
N  1.00  0.08  0.77  -0.065
C  2.30  -0.42  1.29  -0.148
C  3.37  -0.79  0.18  -0.155
O  4.69  -0.58  0.76  -0.201
C  5.74  -0.85  -0.14  -0.127
H  -2.94  -0.09  -0.93  0.081
H  -3.95  0.05  0.42  0.076
H  -3.48  -1.52  -0.06  0.074
H  -1.86  1.22  1.87  0.099
H  -1.40  1.24  0.18  0.115
H  -0.04  -0.09  2.60  0.115
H  0.38  1.60  2.01  0.114
H  0.47  -0.68  0.37  0.097
H  2.14  -1.25  1.98  0.097
H  2.82  0.38  1.82  0.089
H  3.19  -0.21  -0.72  0.086
H  3.21  -1.84  -0.07  0.104
H  6.67  -0.73  0.40  0.078
H  5.79  -0.28  -1.07  0.071
H  5.60  -1.87  -0.50  0.059
C  -5.13  2.14  -2.20  -0.120
O  -5.90  1.49  -1.21  -0.153
C  -6.56  2.50  -0.49  -0.246
C  -7.45  1.95  0.63  -0.209
N  -8.11  2.94  1.46  -0.042
C  -9.03  3.73  0.67  -0.198
C  -10.47  3.03  0.51  -0.174
O  -11.34  4.12  0.14  -0.197
C  -11.42  4.23  -1.26  -0.137
H  -4.22  2.63  -1.86  0.066
H  -5.64  2.93  -2.74  0.089
H  -4.66  1.43  -2.88  0.082
H  -7.21  3.07  -1.15  0.111
H  -5.91  3.19  0.06  0.109
H  -6.66  1.49  1.23  0.089
H  -8.12  1.19  0.23  0.125
H  -7.40  3.60  1.74  0.090
H  -8.77  4.30  -0.22  0.106
H  -9.18  4.52  1.40  0.118
H  -10.85  2.69  1.48  0.113
H  -10.60  2.11  -0.06  0.112
H  -12.09  3.56  -1.80  0.080
H  -10.47  3.98  -1.74  0.075
H  -11.68  5.26  -1.49  0.088
C  -2.20  -2.84  -3.44  -0.069
O  -1.64  -2.26  -4.64  -0.201
C  -2.24  -1.01  -4.90  -0.255
C  -1.50  -0.23  -5.98  -0.201
N  -1.33  -0.91  -7.25  -0.031
C  -2.59  -0.90  -8.08  -0.216
C  -2.38  -1.96  -9.08  -0.230
O  -2.18  -3.20  -8.42  -0.179
C  -3.23  -3.61  -7.61  -0.121
H  -3.26  -2.88  -3.69  0.082
H  -2.06  -2.07  -2.68  0.072
H  -1.73  -3.75  -3.08  0.081
H  -2.19  -0.40  -4.00  0.110
H  -3.29  -1.16  -5.14  0.108
H  -0.53  0.01  -5.55  0.087
H  -1.96  0.74  -6.19  0.122
H  -1.01  -1.84  -7.03  0.097
H  -2.66  0.03  -8.66  0.116
H  -3.49  -0.88  -7.47  0.108
H  -1.56  -1.77  -9.77  0.129
H  -3.22  -1.94  -9.78  0.116
H  -3.30  -3.05  -6.68  0.071
H  -3.24  -4.69  -7.48  0.085
H  -4.17  -3.39  -8.12  0.090
C  3.31  6.40  -2.61  -0.164
O  3.85  5.16  -2.39  -0.177
C  2.96  4.47  -1.46  -0.211
C  3.65  3.22  -1.02  -0.195
N  4.66  3.80  -0.13  -0.047
C  5.79  2.93  0.29  -0.164
C  6.86  2.68  -0.79  -0.207
O  7.75  3.81  -0.83  -0.181
C  8.73  3.70  -1.84  -0.118
H  3.77  6.70  -3.55  0.089
H  3.57  7.16  -1.86  0.090
H  2.24  6.43  -2.77  0.085
H  2.05  4.37  -2.05  0.119
H  2.75  5.04  -0.56  0.126
H  4.02  2.70  -1.91  0.119
H  2.99  2.52  -0.51  0.114
H  5.10  4.56  -0.62  0.102
H  5.37  1.97  0.60  0.102
H  6.38  3.27  1.13  0.109
H  6.45  2.37  -1.75  0.118
H  7.47  1.87  -0.39  0.111
H  9.61  3.11  -1.60  0.068
H  9.16  4.68  -2.05  0.081
H  8.34  3.22  -2.74  0.086
C  -4.67  3.80  5.18  -0.065
O  -4.95  2.95  4.02  -0.229
C  -5.91  1.90  4.28  -0.174
C  -5.28  0.64  5.03  -0.226
N  -4.27  0.14  4.16  -0.040
C  -3.59  -0.94  4.98  -0.155
C  -2.11  -1.16  4.53  -0.261
O  -1.24  -0.31  5.16  -0.203
C  -0.58  -0.76  6.40  -0.061
H  -3.94  3.41  5.89  0.074
H  -5.55  4.05  5.77  0.090
H  -4.18  4.67  4.74  0.079
H  -6.22  1.57  3.29  0.091
H  -6.83  2.17  4.79  0.114
H  -6.09  -0.05  5.28  0.122
H  -4.84  0.95  5.98  0.100
H  -3.59  0.84  3.89  0.095
H  -4.04  -1.91  4.82  0.109
H  -3.61  -0.67  6.04  0.100
H  -1.99  -0.97  3.46  0.100
H  -1.86  -2.22  4.54  0.112
H  -0.19  -1.77  6.26  0.079
H  -1.24  -0.78  7.26  0.069
H  0.18  -0.04  6.72  0.076
C  0.11  -4.55  2.48  -0.152
O  -0.92  -5.07  1.62  -0.223
C  -1.53  -4.10  0.74  -0.194
C  -2.60  -4.91  -0.09  -0.183
N  -2.00  -5.90  -0.99  -0.073
C  -2.91  -6.73  -1.74  -0.228
C  -3.26  -6.18  -3.11  -0.188
O  -4.20  -6.90  -3.98  -0.204
C  -4.41  -6.39  -5.26  -0.137
H  0.28  -5.23  3.31  0.063
H  -0.18  -3.60  2.95  0.063
H  1.02  -4.45  1.90  0.060
H  -0.85  -3.67  0.01  0.109
H  -2.11  -3.31  1.22  0.098
H  -3.19  -4.31  -0.78  0.099
H  -3.17  -5.46  0.65  0.113
H  -1.23  -6.44  -0.62  0.108
H  -3.73  -7.16  -1.16  0.119
H  -2.33  -7.61  -2.01  0.116
H  -2.34  -6.14  -3.69  0.118
H  -3.54  -5.13  -2.97  0.083
H  -3.50  -6.70  -5.77  0.079
H  -4.43  -5.30  -5.29  0.076
H  -5.21  -6.97  -5.71  0.092
C  7.75  -1.45  3.07  -0.077
C  7.05  -1.22  4.44  -0.344
O  6.69  -2.46  4.87  -0.093
H  7.18  -1.96  2.30  0.048
H  8.76  -1.87  3.12  0.068
H  7.98  -0.52  2.56  0.057
H  6.26  -0.50  4.28  0.099
H  7.75  -0.78  5.15  0.103
H  5.93  -2.39  5.45  0.062
C  4.79  -1.93  -3.85  -0.083
C  6.15  -2.67  -3.88  -0.286
O  6.92  -2.57  -2.71  -0.098
H  4.91  -1.02  -3.27  0.056
H  4.00  -2.43  -3.28  0.059
H  4.26  -1.78  -4.80  0.069
H  6.71  -2.30  -4.74  0.115
H  5.87  -3.72  -3.92  0.110
H  6.43  -3.01  -2.02  0.050
C  -0.96  3.49  4.17  -0.062
C  -0.39  4.91  4.30  -0.349
O  0.96  4.99  4.19  -0.051
H  -1.81  3.42  4.84  0.053
H  -0.32  2.65  4.44  0.077
H  -1.22  3.30  3.13  0.051
H  -0.68  5.26  5.29  0.110
H  -0.90  5.52  3.56  0.100
H  1.23  4.51  3.40  0.046
C  10.92  -0.21  -1.80  -0.076
C  9.63  -1.01  -1.45  -0.286
O  8.43  -0.44  -1.98  -0.115
H  10.64  0.81  -2.05  0.049
H  11.39  -0.53  -2.74  0.064
H  11.57  -0.19  -0.93  0.066
H  9.55  -1.04  -0.37  0.093
H  9.66  -2.04  -1.82  0.105
H  7.83  -1.08  -2.38  0.017
C  7.16  -5.95  0.29  -0.130
C  6.75  -4.47  0.44  -0.343
O  5.71  -4.32  -0.49  -0.185
H  7.64  -6.15  -0.67  0.064
H  6.37  -6.68  0.47  0.058
H  7.97  -6.11  1.00  0.059
H  7.59  -3.78  0.33  0.105
H  6.43  -4.38  1.48  0.092
H  4.98  -4.68  0.01  0.040
C  4.46  4.29  3.68  -0.069
C  3.41  3.23  3.28  -0.340
O  2.58  3.65  2.27  -0.077
H  4.97  3.90  4.56  0.071
H  4.00  5.26  3.83  0.076
H  5.28  4.43  2.97  0.051
H  2.92  3.03  4.23  0.108
H  3.92  2.30  3.04  0.099
H  3.08  3.47  1.47  0.049
C  3.22  -0.63  4.82  -0.076
C  3.47  -2.14  4.78  -0.330
O  2.46  -2.81  4.01  -0.177
H  2.20  -0.43  5.14  0.056
H  3.42  -0.10  3.89  0.045
H  3.95  -0.20  5.51  0.067
H  3.70  -2.70  5.69  0.096
H  4.42  -2.17  4.25  0.075
H  2.55  -3.75  4.15  0.031
C  -6.15  -1.90  1.19  -0.097
C  -6.75  -2.20  -0.15  -0.303
O  -6.24  -3.49  -0.48  -0.086
H  -5.10  -2.17  1.35  0.066
H  -6.69  -2.11  2.11  0.079
H  -6.08  -0.81  1.23  0.044
H  -6.66  -1.42  -0.90  0.106
H  -7.82  -2.30  0.08  0.104
H  -6.52  -3.80  -1.35  0.077
C  -3.06  3.91  0.72  -0.059
C  -3.64  5.09  1.53  -0.291
O  -4.99  4.82  1.81  -0.116
H  -3.35  3.05  1.33  0.067
H  -1.98  3.98  0.63  0.074
H  -3.44  3.96  -0.30  0.060
H  -3.77  6.04  1.02  0.115
H  -3.22  5.21  2.53  0.091
H  -5.04  4.13  2.48  0.029
C  1.16  1.42  -3.98  -0.075
C  1.07  0.53  -2.70  -0.275
O  0.47  1.41  -1.73  -0.121
H  1.80  2.28  -3.79  0.059
H  0.16  1.79  -4.23  0.062
H  1.56  0.87  -4.82  0.065
H  2.06  0.42  -2.26  0.076
H  0.59  -0.44  -2.82  0.107
H  0.50  0.84  -0.96  0.004